Computed, not measured: one molecule with the formula C5H12N2 in a non-equilibrium geometry, with ωB97M-V/def2-TZVPD.

Calculated values
- Energy above the lowest of the compared OMol25 structures with the same formula, charge and spin: 158.8 kJ/mol
- Charge: 0
- Largest force on an atom: 0.040 hartree/bohr
- Kohn-Sham gap: 0.3229 Ha
- 2S+1: 1
- Total energy: -307.1689 Ha
- Structure (SMILES): CN/C=C/CCN
- HOMO energy: -0.28171 Ha

The geometry in XYZ format:
```
19
C5H12N2 (ωB97M-V/def2-TZVPD)
C -3.468 0.518 0.358
N -2.197 -0.093 0.644
C -1.045 0.335 0.027
C 0.095 -0.343 -0.164
C 1.320 0.236 -0.850
C 2.603 -0.493 -0.629
N 3.217 -0.284 0.674
H -3.378 1.594 0.559
H -3.949 0.394 -0.616
H -4.215 0.237 1.106
H -2.293 -1.080 0.779
H -1.079 1.399 -0.213
H 0.146 -1.243 0.454
H 1.396 1.305 -0.583
H 0.997 0.330 -1.888
H 2.395 -1.570 -0.720
H 3.316 -0.265 -1.426
H 3.533 -1.134 1.133
H 2.606 0.156 1.355
```

Charges computed using Löwdin, reported in e:
1 C -0.13
2 N -0.10
3 C -0.19
4 C -0.13
5 C -0.24
6 C -0.32
7 N -0.01
8 H 0.08
9 H 0.07
10 H 0.08
11 H 0.11
12 H 0.12
13 H 0.10
14 H 0.12
15 H 0.11
16 H 0.11
17 H 0.10
18 H 0.06
19 H 0.06

Computed, not measured: one molecule with the formula C5H12N2 in a non-equilibrium geometry, with ωB97M-V/def2-TZVPD.

Calculated values
- Energy above the lowest of the compared OMol25 structures with the same formula, charge and spin: 371.0 kJ/mol
- Charge: 0
- Largest force on an atom: 0.103 hartree/bohr
- Kohn-Sham gap: 0.3676 Ha
- 2S+1: 1
- Total energy: -307.0881 Ha
- Structure (SMILES): CC(C)N1CN1C
- HOMO energy: -0.32606 Ha

The geometry in XYZ format:
```
19
C5H12N2 (ωB97M-V/def2-TZVPD)
C -1.933 1.034 0.213
C -0.927 -0.035 -0.315
C -1.381 -1.498 -0.083
N 0.314 0.138 0.389
C 1.169 1.331 -0.146
N 1.461 -0.078 -0.427
C 2.570 -0.669 0.248
H -2.387 0.617 1.157
H -1.504 2.071 0.160
H -2.882 1.176 -0.317
H -0.618 0.183 -1.298
H -2.478 -1.637 -0.668
H -1.752 -1.859 0.873
H -0.828 -2.222 -0.678
H 1.812 1.764 0.544
H 0.701 2.002 -0.841
H 2.800 0.051 1.091
H 2.410 -1.741 0.555
H 3.450 -0.627 -0.457
```

Charges computed using Löwdin, reported in e:
1 C -0.06
2 C -0.45
3 C -0.06
4 N -0.07
5 C -0.06
6 N -0.20
7 C -0.11
8 H 0.09
9 H 0.08
10 H 0.06
11 H 0.10
12 H 0.13
13 H 0.06
14 H 0.06
15 H 0.07
16 H 0.10
17 H 0.08
18 H 0.10
19 H 0.09

Computed, not measured: an isolated ion of composition C5H12N2 and charge +1 in a non-equilibrium geometry, with ωB97M-V/def2-TZVPD.

Calculated values
- Energy above the lowest of the compared OMol25 structures with the same formula, charge and spin: 109.2 kJ/mol
- Charge: +1
- Largest force on an atom: 0.032 hartree/bohr
- Kohn-Sham gap (spin up / spin down): 0.3399 / 0.2199 Ha
- 2S+1: 2
- Total energy: -306.9096 Ha
- HOMO energy (spin up / spin down): -0.47658 / -0.47502 Ha

The geometry in XYZ format:
```
19
C5H12N2 (ωB97M-V/def2-TZVPD)
C 1.077 -1.928 0.217
C 1.743 -0.584 0.415
C 0.840 0.573 0.489
C -0.424 0.700 -0.051
N -0.998 1.875 -0.299
C -2.115 1.959 -1.243
N 0.453 -2.380 1.448
H 0.342 -1.819 -0.597
H 1.817 -2.654 -0.115
H 2.433 -0.583 1.260
H 2.381 -0.374 -0.460
H 1.245 1.453 0.985
H -1.000 -0.150 -0.416
H -0.337 2.631 -0.464
H -2.528 2.959 -1.133
H -1.775 1.858 -2.271
H -2.881 1.231 -1.003
H -0.227 -3.113 1.289
H -0.046 -1.653 1.949
```

Charges computed using Löwdin, reported in e:
1 C -0.29
2 C -0.17
3 C 0.04
4 C -0.06
5 N 0.04
6 C -0.02
7 N 0.02
8 H 0.10
9 H 0.12
10 H 0.14
11 H 0.15
12 H 0.14
13 H 0.15
14 H 0.17
15 H 0.10
16 H 0.11
17 H 0.10
18 H 0.08
19 H 0.07

Computed, not measured: an isolated ion of composition C5H12N2 and charge +1 in a non-equilibrium geometry, with ωB97M-V/def2-TZVPD.

Calculated values
- Energy above the lowest of the compared OMol25 structures with the same formula, charge and spin: 341.0 kJ/mol
- Charge: +1
- Largest force on an atom: 0.089 hartree/bohr
- Kohn-Sham gap (spin up / spin down): 0.3293 / 0.3184 Ha
- 2S+1: 2
- Total energy: -306.8214 Ha
- HOMO energy (spin up / spin down): -0.52178 / -0.54924 Ha

The geometry in XYZ format:
```
19
C5H12N2 (ωB97M-V/def2-TZVPD)
C 0.245 -1.320 -2.324
C -0.282 -0.995 -0.935
C 0.906 -0.377 -0.011
C 0.395 0.538 1.064
C 0.247 1.887 0.883
N -1.165 2.229 0.731
N 0.104 -0.133 2.233
H 1.277 -1.761 -2.165
H -0.379 -2.201 -2.640
H 0.115 -0.437 -3.028
H -1.214 -0.263 -1.155
H -0.478 -1.826 -0.333
H 1.752 0.110 -0.551
H 1.567 -1.172 0.482
H 0.890 2.684 0.612
H -1.680 2.097 1.690
H -1.530 1.601 0.076
H -0.161 0.254 3.152
H -0.609 -0.914 2.217
```

Charges computed using Löwdin, reported in e:
1 C -0.12
2 C -0.22
3 C -0.12
4 C -0.25
5 C -0.01
6 N 0.09
7 N 0.19
8 H 0.10
9 H 0.09
10 H 0.11
11 H 0.15
12 H 0.08
13 H 0.14
14 H 0.15
15 H 0.13
16 H 0.16
17 H 0.04
18 H 0.14
19 H 0.17

Computed, not measured: an isolated ion of composition C5H12N2 and charge +2 in a non-equilibrium geometry, with ωB97M-V/def2-TZVPD.

Calculated values
- Energy above the lowest of the compared OMol25 structures with the same formula, charge and spin: 183.0 kJ/mol
- Charge: +2
- Largest force on an atom: 0.063 hartree/bohr
- Kohn-Sham gap: 0.3572 Ha
- 2S+1: 1
- Total energy: -306.5012 Ha
- Structure (SMILES): C=[NH+]/C=C/CC[NH3+]
- HOMO energy: -0.67547 Ha

The geometry in XYZ format:
```
19
C5H12N2 (ωB97M-V/def2-TZVPD)
C -0.700 -2.716 -2.240
N -1.298 -1.757 -1.609
C -0.668 -0.668 -0.885
C -1.221 -0.010 0.148
C -0.556 1.031 1.019
C 0.907 0.836 1.359
N 1.842 1.915 0.879
H -1.275 -3.341 -3.047
H 0.290 -2.942 -1.872
H -2.298 -1.449 -1.575
H 0.184 -0.353 -1.488
H -2.141 -0.492 0.574
H -0.741 2.047 0.776
H -1.012 0.856 2.090
H 1.203 -0.141 0.953
H 1.059 0.733 2.466
H 1.724 1.873 -0.118
H 2.893 1.809 1.040
H 1.809 2.770 1.530
```

Charges computed using Löwdin, reported in e:
1 C 0.22
2 N 0.04
3 C -0.08
4 C -0.02
5 C -0.15
6 C -0.17
7 N 0.18
8 H 0.18
9 H 0.13
10 H 0.20
11 H 0.14
12 H 0.15
13 H 0.12
14 H 0.17
15 H 0.13
16 H 0.16
17 H 0.16
18 H 0.21
19 H 0.23

Computed, not measured: a 2-piece molecular cluster, C5H12N2 overall in a non-equilibrium geometry, with ωB97M-V/def2-TZVPD.

Calculated values
- Energy above the lowest of the compared OMol25 structures with the same formula, charge and spin: 0.0 kJ/mol
- Charge: +2
- Largest force on an atom: 0.083 hartree/bohr
- Kohn-Sham gap (spin up / spin down): 0.3391 / 0.2823 Ha
- 2S+1: 3
- Total energy: -306.3476 Ha
- HOMO energy (spin up / spin down): -0.67005 / -0.74180 Ha

The geometry in XYZ format:
```
19
C5H12N2 (ωB97M-V/def2-TZVPD)
C -2.707 -1.126 0.330
C 0.871 -0.719 0.421
C 1.960 0.359 -1.459
C -1.871 1.141 -0.222
C 1.619 0.407 0.008
N 0.863 -1.954 0.566
N -1.872 -0.194 0.117
H -3.782 -0.937 0.374
H -2.298 -2.056 0.651
H 2.898 0.893 -1.703
H 1.187 0.752 -2.081
H 2.185 -0.753 -1.788
H -2.096 1.190 -1.342
H -0.995 1.741 -0.100
H -2.694 1.668 0.309
H 2.477 0.491 0.699
H 1.169 1.393 0.085
H 1.715 -2.549 0.642
H 0.040 -2.430 0.806
```

Charges computed using Löwdin, reported in e:
1 C 0.21
2 C 0.05
3 C -0.05
4 C -0.01
5 C -0.21
6 N 0.27
7 N 0.10
8 H 0.17
9 H 0.11
10 H 0.12
11 H 0.07
12 H 0.14
13 H 0.17
14 H 0.10
15 H 0.16
16 H 0.17
17 H 0.12
18 H 0.21
19 H 0.12

Among the records above, which one has the highest total energy? number 6

Which of these has the highest energy above the lowest of the compared OMol25 structures with the same formula, charge and spin? number 2

The highest 2S+1 belongs to which entry? number 6